1.
This record from OMol25 describes a structure of composition C37H68AlCl5Cs2F6N5O11PS. The level of theory is ωB97M-V/def2-TZVPD.

Element x y z (Å)
C  -5.256  0.571  -6.011
C  -5.612  0.660  -4.430
C  -4.694  1.846  -3.830
C  -3.191  1.263  -3.728
C  -2.084  2.386  -3.391
C  -0.952  1.661  -2.478
C  -1.266  1.934  -0.924
C  -1.388  0.566  -0.043
C  -0.740  0.732  1.428
C  0.862  0.761  1.440
C  1.587  0.302  0.089
C  1.686  -1.312  -0.088
P  3.039  -1.739  -1.333
O  4.171  -0.679  -1.395
O  2.496  -1.946  -2.943
C  1.061  -1.740  -3.085
C  0.565  -2.056  -4.581
O  3.813  -3.156  -0.710
C  3.888  -4.207  -1.728
C  2.490  -5.025  -1.682
N  -1.191  2.027  2.107
C  -2.690  2.128  2.155
N  -2.990  3.312  3.086
C  -3.494  0.788  2.559
S  -5.004  0.722  1.413
C  -4.178  1.047  4.052
C  -5.002  -0.272  4.586
O  -5.377  -0.211  5.788
F  -5.242  -1.401  3.819
O  -2.836  -0.478  2.410
C  -1.391  -0.471  2.368
N  -1.018  -1.715  1.594
N  -0.674  -0.594  3.674
C  -1.432  -1.270  4.767
C  -1.956  -2.752  4.470
H  -4.845  1.596  -6.305
H  -4.389  -0.188  -6.089
H  -6.141  0.235  -6.645
H  -6.714  0.906  -4.244
H  -5.303  -0.321  -3.924
H  -5.007  2.078  -2.744
H  -4.746  2.804  -4.465
H  -3.220  0.422  -2.946
H  -2.847  0.771  -4.713
H  -2.583  3.269  -2.866
H  -1.609  2.815  -4.350
H  0.102  2.023  -2.782
H  -1.028  0.536  -2.674
H  -0.400  2.579  -0.511
H  -2.202  2.583  -0.864
H  -0.963  -0.343  -0.607
H  -2.525  0.360  0.004
H  1.166  1.870  1.592
H  1.359  0.193  2.293
H  1.207  0.796  -0.862
H  2.689  0.639  0.194
H  2.045  -1.739  0.924
H  0.695  -1.796  -0.366
H  0.552  -2.528  -2.405
H  0.725  -0.718  -2.706
H  1.436  -2.453  -5.208
H  0.139  -1.107  -5.054
H  -0.298  -2.811  -4.501
H  4.720  -4.945  -1.370
H  4.213  -3.860  -2.760
H  2.331  -5.559  -2.674
H  2.570  -5.765  -0.770
H  1.641  -4.300  -1.403
H  -0.851  2.870  1.588
H  -0.833  2.131  3.072
H  -3.019  2.504  1.115
H  -3.901  3.731  2.838
H  -2.219  3.990  2.982
H  -4.917  1.747  0.484
H  -4.986  1.869  3.987
H  -3.364  1.359  4.837
H  -1.841  -2.322  1.478
H  -0.245  -2.196  2.072
H  -0.169  0.263  3.961
H  -0.678  -1.380  5.672
H  -2.335  -0.677  5.207
H  -2.531  -2.853  3.479
H  -1.123  -3.532  4.577
H  -2.727  -3.002  5.292
C  4.275  0.427  -5.137
Cl  3.281  1.593  -6.022
Cl  4.934  -0.803  -6.222
H  5.099  0.956  -4.658
H  3.661  -0.060  -4.382
F  -9.894  0.871  -4.077
Al  -10.065  -0.379  -5.325
F  -11.371  0.067  -6.437
F  -10.443  -1.932  -4.559
F  -8.541  -0.520  -6.228
C  -5.998  4.621  5.821
C  -5.905  4.968  7.106
C  -5.428  6.310  7.505
O  -5.341  6.627  8.674
C  -5.058  7.251  6.425
C  -5.150  6.902  5.141
C  -5.628  5.561  4.743
O  -5.713  5.242  3.569
H  -6.345  3.642  5.511
H  -6.173  4.291  7.908
H  -4.711  8.228  6.735
H  -4.882  7.578  4.338
C  -1.042  -2.077  8.853
C  0.122  -1.314  8.390
N  1.040  -0.714  8.026
H  -1.217  -1.932  9.921
H  -1.954  -1.777  8.330
H  -0.911  -3.149  8.688
O  6.412  -5.371  -2.967
H  6.513  -4.645  -2.354
Cs  3.253  -6.659  0.861
C  7.728  3.205  -3.585
Cl  8.709  1.761  -3.298
Cl  8.275  4.049  -5.040
Cl  6.016  2.775  -3.720
H  7.846  3.874  -2.735
Cs  -1.982  1.698  5.702
C  12.627  -3.906  -3.575
C  11.818  -4.372  -2.380
O  11.207  -3.268  -1.705
C  10.119  -2.754  -2.307
O  9.627  -3.141  -3.334
O  9.693  -1.709  -1.573
C  8.602  -1.004  -2.159
H  13.352  -3.144  -3.276
H  13.158  -4.743  -4.033
H  11.986  -3.453  -4.335
H  12.485  -4.850  -1.657
H  11.067  -5.114  -2.665
H  7.774  -1.677  -2.395
H  8.939  -0.480  -3.055
H  8.251  -0.266  -1.437
F  -7.159  -1.489  4.195

Forces on atoms 1 to 6 (eV/Å):
0.41 -0.44 1.05
0.37 1.05 -0.55
0.48 -1.24 0.44
-0.10 0.75 -0.64
0.19 -0.92 -0.11
-0.42 0.71 -0.32

Calculated values
Kohn-Sham gap	2.4	eV

***

2.
This record from OMol25 describes a cluster of 7 separate species, C37H68N2O18S in total. The level of theory is ωB97M-V/def2-TZVPD.

Element x y z (Å)
C  -4.726  -1.671  -1.057
C  -3.324  -1.437  -0.871
C  -2.417  -2.738  -0.607
C  -0.982  -2.426  0.039
S  -0.069  -4.071  -0.227
C  1.669  -4.037  0.459
O  0.101  -4.344  -1.726
O  -0.866  -5.221  0.375
N  -0.155  -1.531  -0.865
C  0.707  -0.687  0.011
O  1.441  0.224  -0.472
C  0.545  -1.050  1.600
C  -0.878  -1.783  1.508
O  -0.643  -2.987  2.364
C  -1.691  -3.133  3.318
N  -2.634  -3.584  3.932
O  -2.034  -1.218  2.142
C  -2.242  0.190  1.820
C  -2.180  1.009  3.190
O  -0.837  1.337  3.627
C  -0.502  0.689  4.888
C  -1.090  1.500  6.177
H  -5.162  -2.622  -0.575
H  -5.357  -0.928  -1.659
H  -2.838  -0.396  -0.944
H  -2.995  -3.551  -0.018
H  -2.212  -3.202  -1.647
H  2.324  -4.822  -0.075
H  1.624  -4.386  1.564
H  2.158  -3.006  0.431
H  -0.710  -0.938  -1.508
H  1.458  -1.620  1.977
H  0.629  -0.006  2.062
H  -1.589  0.599  0.984
H  -3.335  0.274  1.437
H  -2.691  0.460  4.076
H  -2.765  1.997  3.074
H  0.644  0.663  5.065
H  -0.855  -0.408  4.944
H  -0.380  2.356  6.491
H  -2.150  1.908  5.979
H  -1.163  0.807  7.093
C  -1.550  3.305  -4.417
C  -1.837  3.776  -3.007
O  -1.891  2.668  -2.096
C  -0.825  2.130  -1.486
C  0.555  2.480  -1.972
O  -0.986  1.305  -0.601
H  -0.576  2.819  -4.486
H  -1.567  4.145  -5.114
H  -2.296  2.570  -4.732
H  -1.129  4.534  -2.662
H  -2.825  4.244  -2.981
H  0.875  1.746  -2.711
H  1.234  2.453  -1.119
H  0.631  3.481  -2.390
C  -6.742  -2.550  -6.795
C  -6.268  -1.124  -6.986
O  -6.468  -0.350  -5.795
C  -5.599  -0.295  -4.771
C  -4.490  -1.308  -4.700
O  -5.757  0.510  -3.878
H  -6.175  -3.061  -6.014
H  -6.639  -3.118  -7.723
H  -7.791  -2.565  -6.487
H  -5.229  -1.067  -7.321
H  -6.869  -0.649  -7.766
H  -4.818  -2.158  -4.099
H  -3.627  -0.841  -4.222
H  -4.149  -1.654  -5.674
C  5.432  -0.396  3.143
C  4.079  0.136  2.718
O  3.356  0.667  3.841
C  3.486  1.924  4.301
C  4.650  2.754  3.834
O  2.721  2.349  5.140
H  6.064  0.396  3.552
H  5.952  -0.849  2.295
H  5.317  -1.147  3.929
H  4.150  0.871  1.913
H  3.478  -0.690  2.328
H  5.479  2.638  4.533
H  4.339  3.801  3.814
H  4.981  2.515  2.825
C  -0.058  -0.776  11.592
C  -1.356  -1.306  11.018
O  -1.455  -1.020  9.616
C  -0.938  -1.794  8.645
C  0.053  -2.862  9.014
O  -1.208  -1.577  7.484
H  0.809  -1.255  11.132
H  -0.015  -0.947  12.670
H  0.034  0.296  11.401
H  -1.499  -2.372  11.212
H  -2.194  -0.792  11.496
H  1.064  -2.457  8.937
H  -0.057  -3.691  8.312
H  -0.103  -3.281  10.006
C  4.433  -3.032  -4.318
C  3.403  -3.056  -3.207
O  4.031  -2.953  -1.919
C  4.358  -1.793  -1.326
C  4.356  -0.529  -2.141
O  4.727  -1.783  -0.169
H  4.985  -2.090  -4.334
H  3.953  -3.167  -5.290
H  5.168  -3.827  -4.174
H  2.633  -2.291  -3.329
H  2.885  -4.018  -3.220
H  5.355  -0.357  -2.545
H  4.085  0.301  -1.484
H  3.626  -0.529  -2.947
C  1.227  5.360  -8.483
C  0.924  5.827  -7.075
O  0.853  4.718  -6.166
C  1.915  4.176  -5.548
C  3.296  4.525  -6.028
O  1.757  3.355  -4.668
H  2.201  4.868  -8.543
H  1.224  6.202  -9.179
H  0.484  4.629  -8.811
H  1.631  6.581  -6.720
H  -0.062  6.300  -7.060
H  3.617  3.789  -6.767
H  3.975  4.498  -5.174
H  3.374  5.526  -6.447

Forces on atoms 1 to 6 (eV/Å):
3.28 0.72 0.55
-2.70 -1.42 -0.15
-0.36 0.43 0.05
-0.21 1.26 -1.78
-0.78 -5.51 -2.25
0.69 -0.33 1.46

Calculated values
Kohn-Sham gap	9.1	eV
SMILES	C=CC[C@@]1(S(C)(=O)=O)NC(=O)C[C@@]1(OC#N)OCCOCC.CCOC(C)=O.CCOC(C)=O.CCOC(C)=O.CCOC(C)=O.CCOC(C)=O.CCOC(C)=O

***

3.
This record from OMol25 describes a cluster of 10 separate species, C37H68O32 in total. The level of theory is ωB97M-V/def2-TZVPD.

Element x y z (Å)
C  4.938  -2.299  -0.642
C  4.861  -2.700  -1.900
C  4.185  -3.992  -2.327
C  2.653  -4.002  -2.058
C  2.039  -2.731  -2.706
C  0.622  -2.932  -3.273
C  -0.570  -2.708  -2.286
C  -0.250  -2.024  -0.979
O  -0.538  -2.550  0.041
O  0.306  -0.795  -0.928
C  2.287  -4.118  -0.595
O  2.715  -5.485  -0.357
C  2.258  -6.119  -1.499
O  1.937  -7.220  -1.512
O  2.264  -5.278  -2.586
H  4.928  -1.228  -0.452
H  5.059  -3.025  0.162
H  5.355  -2.068  -2.643
H  4.686  -4.813  -1.789
H  4.373  -4.188  -3.389
H  2.161  -1.871  -2.043
H  2.689  -2.531  -3.571
H  0.481  -2.274  -4.137
H  0.516  -3.944  -3.681
H  -1.108  -3.629  -2.066
H  -1.291  -2.056  -2.801
H  0.009  -0.408  -0.089
H  1.192  -4.235  -0.605
H  2.635  -3.335  0.070
C  -5.480  1.537  -2.341
O  -4.912  1.541  -1.029
C  -4.469  0.354  -0.619
O  -4.516  -0.668  -1.255
O  -3.962  0.483  0.618
C  -3.461  -0.752  1.145
H  -5.800  2.554  -2.554
H  -4.738  1.239  -3.080
H  -6.347  0.879  -2.382
H  -2.651  -1.133  0.525
H  -4.261  -1.486  1.225
H  -3.072  -0.552  2.140
C  1.901  3.596  3.890
O  2.753  2.529  3.464
C  2.106  1.505  2.911
O  0.915  1.423  2.751
O  3.004  0.578  2.561
C  2.421  -0.572  1.955
H  2.534  4.368  4.319
H  1.360  4.019  3.045
H  1.206  3.250  4.654
H  1.905  -0.299  1.037
H  1.739  -1.068  2.645
H  3.228  -1.260  1.710
C  -0.680  8.733  1.584
O  0.590  9.283  1.936
C  1.309  8.516  2.759
O  0.972  7.447  3.199
O  2.463  9.139  3.007
C  3.339  8.427  3.880
H  -1.164  9.443  0.918
H  -0.559  7.786  1.060
H  -1.301  8.600  2.469
H  3.620  7.469  3.445
H  2.877  8.283  4.856
H  4.234  9.033  4.001
C  -4.951  7.222  3.391
O  -4.108  6.158  2.951
C  -4.756  5.163  2.333
O  -5.945  5.113  2.134
O  -3.866  4.243  1.977
C  -4.433  3.108  1.304
H  -4.314  7.959  3.873
H  -5.454  7.690  2.545
H  -5.681  6.862  4.115
H  -4.916  3.420  0.383
H  -5.139  2.590  1.953
H  -3.625  2.442  1.065
C  8.361  -0.191  -5.818
O  7.813  -1.421  -5.340
C  8.560  -2.496  -5.605
O  9.612  -2.500  -6.191
O  7.937  -3.565  -5.107
C  8.625  -4.800  -5.317
H  7.667  0.598  -5.543
H  9.324  0.009  -5.351
H  8.460  -0.210  -6.903
H  9.599  -4.785  -4.830
H  8.733  -5.004  -6.381
H  8.020  -5.584  -4.868
C  -7.343  2.182  4.397
O  -7.905  0.973  4.916
C  -7.172  -0.119  4.697
O  -6.120  -0.167  4.114
O  -7.812  -1.158  5.245
C  -7.140  -2.409  5.091
H  -8.031  2.987  4.641
H  -6.381  2.390  4.863
H  -7.240  2.128  3.314
H  -6.166  -2.386  5.577
H  -7.036  -2.663  4.037
H  -7.755  -3.166  5.574
C  -10.338  -1.148  11.994
O  -10.573  -1.686  10.693
C  -9.801  -1.161  9.735
O  -8.966  -0.309  9.891
O  -10.120  -1.747  8.581
C  -9.367  -1.280  7.455
H  -11.019  -1.650  12.677
H  -9.315  -1.342  12.312
H  -10.547  -0.079  12.012
H  -8.308  -1.479  7.596
H  -9.537  -0.217  7.292
H  -9.713  -1.825  6.584
C  -4.258  -3.242  -3.938
O  -3.422  -4.296  -4.420
C  -4.076  -5.268  -5.062
O  -5.262  -5.315  -5.254
O  -3.180  -6.179  -5.452
C  -3.740  -7.287  -6.158
H  -3.615  -2.521  -3.439
H  -4.766  -2.743  -4.763
H  -4.981  -3.619  -3.217
H  -4.227  -6.954  -7.073
H  -4.443  -7.829  -5.527
H  -2.918  -7.949  -6.418
C  14.059  3.341  -7.891
O  13.509  2.695  -6.743
C  13.215  1.404  -6.929
O  13.375  0.784  -7.947
O  12.713  0.927  -5.788
C  12.349  -0.456  -5.838
H  14.253  4.375  -7.615
H  14.998  2.873  -8.183
H  13.351  3.325  -8.718
H  13.220  -1.076  -6.048
H  11.573  -0.624  -6.582
H  11.957  -0.725  -4.860

Forces on atoms 1 to 6 (eV/Å):
0.27 0.23 0.47
-0.05 -0.40 -0.83
1.50 0.12 0.57
1.75 1.78 -0.22
0.05 -1.33 -1.29
-0.40 0.22 0.23

Calculated values
Kohn-Sham gap	9.8	eV
SMILES	C=CC[C@]1(CCCC(=O)O)COC(=O)O1.COC(=O)OC.COC(=O)OC.COC(=O)OC.COC(=O)OC.COC(=O)OC.COC(=O)OC.COC(=O)OC.COC(=O)OC.COC(=O)OC

***

Across the entries above, max |F| takes the values 0.1858; 0.1199; 0.0756 hartree/bohr, respectively.